C3H6N2OS in the gas phase, computed with wB97M-V/def2-TZVPD.

```
13
Properties=species:S:1:pos:R:3:forces:R:3:lowdin_charge:R:1
C 1.71811 -1.01428 0.04070 -0.358 0.862 1.681 -0.05
C 0.07061 0.65115 -0.07220 -0.641 0.535 -0.527 -0.49
C -2.24684 -0.21102 -0.03830 -1.335 3.416 0.220 -0.64
H 2.37106 -0.62198 -0.70717 0.435 -0.063 -0.702 0.08
H 1.74913 -2.06917 0.16924 0.072 -0.864 -0.484 0.08
H 2.06134 -0.61624 1.03518 -0.538 -0.018 -0.829 0.11
H 1.82186 1.47039 -0.10338 0.076 -0.182 -0.180 0.04
H -1.63237 1.82239 0.10084 -0.281 0.490 -0.020 0.12
H -1.86022 -1.17903 -0.09270 1.184 -1.054 -0.071 0.03
N 0.83160 1.66506 -0.08725 -0.374 -0.420 0.480 0.16
N -1.32565 0.87720 0.04012 -0.317 -3.911 -0.399 0.05
O 0.34661 -0.67850 -0.23633 0.494 0.908 0.765 -0.08
S -3.90524 -0.09597 -0.04875 1.583 0.300 0.066 0.59
```
Forces are in eV/Å.

## Properties
Molecular weight (g/mol): 118.16
ΔE to the lowest compared entry with this formula, charge and spin (kcal/mol): 40.52
SMILES: [H]/N=C(/NC=S)OC
Energy (eV): -19070.409
Frontier orbital gap (eV): 8.875

=====

A molecular structure, C14H21ClFeN6OS, computed with wB97M-V/def2-TZVPD.

```
45
Properties=species:S:1:pos:R:3:forces:R:3:lowdin_charge:R:1
Fe 0.46267 -0.64096 0.19754 -2.261 -7.541 -8.379 0.17
C 0.28919 -3.91400 -2.27277 -0.504 -0.265 0.329 0.01
C 0.05247 -2.62862 -1.56812 0.464 0.369 -0.341 -0.20
N 0.91984 -2.09452 -0.77753 -1.254 -1.735 0.397 -0.08
N 1.72228 -2.81525 0.11535 0.279 -1.678 0.701 0.04
C 1.16569 -3.02432 1.31347 -0.120 0.886 -2.199 -0.71
N 1.77060 -3.84487 2.17535 0.096 0.144 0.184 0.12
S -0.36699 -2.18459 1.82312 -0.141 -2.035 -0.632 0.80
C -1.19106 -1.77430 -1.64366 0.753 0.694 0.155 -0.14
C -2.30025 -1.94229 -2.44719 0.313 -0.419 -0.056 0.02
C -3.38828 -1.09466 -2.29360 -0.113 0.097 0.087 -0.02
C -3.34874 -0.09575 -1.33785 -0.099 -0.061 -0.058 -0.01
C -2.20973 0.03080 -0.56061 0.242 -0.286 -0.134 -0.07
N -1.16188 -0.77425 -0.71231 -1.965 0.354 -1.015 -0.01
H 1.21186 -4.35451 -1.90478 -0.008 -0.024 -0.005 0.08
H 0.38565 -3.73381 -3.34519 -0.050 0.074 0.003 0.10
H -0.53772 -4.60942 -2.11781 0.028 -0.050 -0.071 0.10
H 2.58193 -4.36356 1.88016 -0.040 -0.039 -0.025 0.12
H 1.37305 -4.00690 3.08264 0.047 0.047 0.020 0.10
H -2.30834 -2.74734 -3.16942 -0.053 0.034 -0.051 0.13
H -4.27186 -1.21953 -2.90394 0.034 -0.035 -0.054 0.12
H -4.19028 0.56414 -1.18630 0.010 0.025 0.013 0.12
H -2.09943 0.76318 0.22783 -0.168 0.150 -0.113 0.13
Cl 0.93917 0.18423 1.55089 4.363 1.500 10.885 0.52
C -0.19810 3.07384 -1.80652 0.246 0.134 0.015 -0.03
N 0.31764 2.90177 -0.46133 0.032 0.583 0.643 -0.13
C 0.38034 4.08173 0.43724 -0.039 -0.813 0.200 -0.12
C 0.35389 3.59572 1.91166 0.217 0.405 -0.589 -0.13
C 1.44808 2.56391 2.13888 -0.213 0.433 0.477 -0.14
N 1.17953 1.48407 1.21302 3.271 16.016 -5.490 -0.39
C 2.00346 -0.40531 2.31526 4.061 -2.591 0.887 -0.19
C 1.19494 1.87419 -0.19130 -1.267 -3.509 -2.443 -0.24
O 1.05943 0.68315 -0.98934 0.799 3.557 2.221 -0.18
H -1.22209 3.44403 -1.74474 0.016 0.041 -0.029 0.09
H -0.18344 2.10880 -2.30375 -0.018 0.016 -0.017 0.08
H 0.40521 3.78064 -2.38370 -0.042 0.001 -0.045 0.10
H -0.49320 4.69473 0.22370 0.033 0.045 0.011 0.12
H 1.28270 4.67418 0.25202 -0.024 -0.004 -0.061 0.13
H -0.62007 3.14527 2.11778 0.035 -0.034 0.051 0.12
H 0.49397 4.42370 2.60612 -0.027 0.116 -0.130 0.12
H 1.37504 2.12647 3.13751 0.254 0.194 0.107 0.13
H 2.45177 2.94554 1.95573 -0.006 0.069 0.103 0.15
H 0.36180 0.72058 2.65005 -2.501 0.819 1.044 0.10
H 2.76774 -1.07311 2.63837 -0.019 -0.309 -0.212 0.07
H 0.14156 -0.52281 2.15804 -4.665 -5.376 3.615 -0.11
```
Forces are in eV/Å.

## Properties
Molecular weight (g/mol): 412.73
Total charge: +1
Multiplicity: 2
Energy (eV): -83561.341
<S²>: 0.9143
Frontier orbital gap (spin up / spin down) (eV): 5.436 / 7.307

=====

2 unconnected molecules or ions with the total composition C3H4S3, computed with wB97M-V/def2-TZVPD.

```
10
Properties=species:S:1:pos:R:3:forces:R:3:lowdin_charge:R:1
C -0.95429 -0.90603 1.06667 -3.442 -4.456 -0.844 -0.04
C -1.65280 -1.87217 0.80681 -0.234 2.389 0.033 0.03
C -0.25390 0.84202 -0.88070 -0.578 1.157 -1.309 -1.17
S 2.72516 0.98359 -0.54697 0.268 -0.010 -2.847 0.36
S 0.97947 1.86712 -0.13814 -1.026 0.088 0.635 0.40
S -0.07397 -0.34562 -1.95992 0.053 0.274 0.460 0.61
H -0.15529 -0.43962 1.38990 3.361 2.463 1.382 -0.04
H -2.57543 -2.24347 0.42447 0.136 -0.740 0.023 0.03
H -1.24994 1.38038 -0.76438 1.152 -0.807 0.222 0.04
H 3.21099 0.73379 0.60226 0.309 -0.357 2.246 -0.23
```
Forces are in eV/Å.

## Properties
Molecular weight (g/mol): 136.27
ΔE to the lowest compared entry with this formula, charge and spin (kcal/mol): 87.51
SMILES: S=CSS.C#C
Energy (eV): -35677.681
Frontier orbital gap (eV): 8.390

=====

C2H6P2 in the gas phase, computed with wB97M-V/def2-TZVPD.

```
10
Properties=species:S:1:pos:R:3:forces:R:3:lowdin_charge:R:1
C -0.86645 -0.93871 0.33446 -0.027 -0.062 0.009 -0.24
C 0.04700 0.06225 0.97529 2.336 0.678 -1.692 -0.43
P 0.59181 1.44731 -1.78433 -0.059 -0.258 0.555 0.30
P 1.75723 0.54568 -0.40534 -2.379 -0.322 1.281 0.40
H -1.34226 -0.51995 -0.54933 -0.064 -0.062 -0.082 0.03
H -0.32580 -1.83995 0.04991 -0.039 -0.065 -0.051 0.06
H -1.64638 -1.22356 1.04274 -0.117 -0.060 -0.018 0.07
H 0.56047 -0.31297 1.85288 0.011 0.039 0.115 0.03
H -0.40952 1.02824 1.15787 -0.003 0.072 0.082 0.03
H 1.63390 1.75165 -2.67414 0.342 0.041 -0.200 -0.25
```
Forces are in eV/Å.

## Properties
Molecular weight (g/mol): 92.02
ΔE to the lowest compared entry with this formula, charge and spin (kcal/mol): 0.79
Energy (eV): -20747.059
Frontier orbital gap (eV): 8.175

=====

A molecular structure, C24H37AsCl3NSi2TaTe, computed with wB97M-V/def2-TZVPD.

```
70
Properties=species:S:1:pos:R:3:forces:R:3:lowdin_charge:R:1
Ta -0.28894 -0.03196 0.17878 0.193 0.106 0.529 0.96
Te -1.08686 -2.42762 -0.13447 -0.082 -0.128 -0.077 1.17
C -2.23453 -3.50998 -1.51410 -0.025 0.089 0.040 -0.57
C -2.75428 -2.94764 -2.67286 -0.001 0.072 -0.060 -0.13
C -3.47426 -3.77062 -3.52297 0.010 -0.007 0.005 -0.03
C -3.66262 -5.11288 -3.20880 0.014 0.004 0.016 -0.01
C -3.12997 -5.65106 -2.04412 -0.025 0.015 -0.048 -0.03
C -2.40315 -4.85031 -1.17704 -0.006 -0.010 0.073 -0.14
H -2.60629 -1.90716 -2.92104 0.011 0.035 0.007 0.09
H -3.88940 -3.36176 -4.43407 -0.001 0.000 -0.003 0.13
H -4.22953 -5.74332 -3.88026 -0.002 -0.007 0.001 0.13
H -3.28043 -6.69490 -1.80540 0.002 -0.001 0.007 0.13
H -1.99589 -5.26920 -0.26584 0.012 0.001 -0.009 0.10
C 3.63735 0.45155 -0.98690 -0.043 -0.096 0.024 -0.24
As 2.10261 -0.72696 -0.90100 0.018 0.036 -0.132 1.03
C 1.81956 -1.23913 -2.74642 0.053 0.004 0.038 -0.24
C 2.84648 -2.28361 0.08169 -0.006 0.061 0.058 -0.30
C 3.89893 -2.94720 -0.74980 0.005 -0.026 -0.020 -0.34
C 3.53469 -3.89919 -1.70229 0.036 -0.024 -0.009 -0.07
C 4.50215 -4.51209 -2.48234 -0.012 -0.004 0.006 -0.05
C 5.84038 -4.17605 -2.31938 0.000 0.015 0.023 -0.04
C 6.21166 -3.23804 -1.36504 -0.003 -0.029 -0.031 -0.04
C 5.24528 -2.62574 -0.58182 -0.030 0.014 0.011 -0.06
H 4.45042 -0.18916 -1.33098 0.017 0.014 0.008 0.04
H 3.88151 0.84799 -0.00316 -0.020 0.025 -0.013 0.05
H 3.47714 1.25416 -1.69851 -0.008 -0.022 -0.011 0.03
H 2.73743 -1.71753 -3.09019 -0.005 0.020 0.006 0.05
H 1.63098 -0.34183 -3.33424 -0.022 -0.006 -0.001 0.05
H 0.98890 -1.93538 -2.83855 -0.001 0.005 0.007 0.02
H 2.02661 -2.95113 0.34304 -0.010 0.004 -0.063 0.04
H 3.26011 -1.85803 0.99854 -0.018 -0.026 0.001 0.09
H 2.49355 -4.18408 -1.81783 -0.003 0.003 0.006 0.12
H 4.21709 -5.26221 -3.20744 -0.001 0.002 -0.004 0.12
H 6.59512 -4.65878 -2.92469 0.007 -0.001 -0.002 0.12
H 7.25543 -2.99470 -1.22188 0.005 0.000 0.006 0.12
H 5.54647 -1.92000 0.18467 -0.009 0.014 -0.003 0.12
Cl 1.24921 -1.54112 5.29817 -0.026 0.066 -0.014 0.73
C 0.62078 0.04218 4.86597 0.004 -0.025 0.187 -1.63
Cl 1.80258 1.32441 5.09842 -0.038 -0.035 -0.007 0.72
Cl -0.91914 0.39443 5.64110 0.062 -0.013 -0.018 0.73
C 0.33550 0.00805 3.42310 -0.014 0.045 -0.134 -0.27
N 0.10533 0.00469 2.29663 0.010 0.064 -0.164 0.08
C -3.97496 0.08054 -0.75056 0.173 0.068 0.060 -0.18
Si -3.10645 1.55018 0.01432 -0.199 -0.145 -0.154 0.47
C -3.00234 1.38110 1.87532 0.071 -0.120 -0.070 -0.17
C -3.94945 3.09959 -0.55253 0.047 -0.049 0.121 -0.15
C -1.19847 1.47495 -0.67262 0.028 0.007 -0.091 -0.54
Si -0.18894 3.21130 -0.40535 -0.109 0.155 -0.074 0.47
C 1.43561 3.01188 -1.29601 -0.028 -0.095 0.096 -0.18
C -1.13864 4.61608 -1.15239 0.082 -0.079 0.012 -0.15
C 0.11994 3.42950 1.42467 0.077 -0.113 -0.060 -0.16
H -5.03932 0.29586 -0.85505 -0.031 0.019 0.035 0.06
H -3.87906 -0.82206 -0.14381 -0.002 -0.017 -0.027 0.02
H -3.59397 -0.12511 -1.75180 -0.034 -0.032 -0.040 0.02
H -4.02100 1.22194 2.24063 -0.023 0.044 0.005 0.07
H -2.60225 2.26017 2.37955 0.015 0.011 -0.007 0.04
H -2.44355 0.49921 2.21382 -0.041 -0.002 0.000 0.00
H -5.01745 2.90774 -0.40752 -0.006 -0.006 -0.001 0.06
H -3.79988 3.30282 -1.61256 0.011 0.005 -0.009 0.06
H -3.70349 3.98757 0.02307 0.014 0.014 0.019 0.04
H -1.27670 1.34395 -1.76883 0.015 -0.028 -0.005 0.06
H 1.37588 2.40133 -2.19917 -0.021 0.014 -0.013 0.04
H 2.18742 2.59377 -0.62487 0.008 -0.005 -0.031 0.01
H 1.79832 3.99638 -1.59832 -0.004 0.035 0.008 0.06
H -1.48248 4.40776 -2.16595 -0.007 -0.008 -0.008 0.06
H -0.41871 5.43813 -1.22054 0.004 0.007 -0.010 0.06
H -1.97505 4.96834 -0.55846 -0.017 0.007 0.024 0.03
H 0.65058 2.59264 1.89299 -0.010 0.027 -0.013 0.00
H -0.77523 3.64278 2.00777 -0.028 -0.003 -0.014 0.04
H 0.78807 4.28995 1.52638 -0.029 0.037 0.014 0.06
```
Forces are in eV/Å.

## Properties
Molecular weight (g/mol): 885.57
ΔE to the lowest compared entry with this formula, charge and spin (kcal/mol): 26.21
Total charge: +3
Energy (eV): -149957.034
Frontier orbital gap (eV): 5.067

=====

10 unconnected molecules or ions with the total composition C20H57ClNO13, computed with wB97M-V/def2-TZVPD.

```
92
Properties=species:S:1:pos:R:3:forces:R:3:lowdin_charge:R:1
Cl -0.79965 -0.44690 0.51890 -2.407 -1.542 -0.250 0.76
O -2.07748 -0.12481 -0.08274 0.377 0.129 0.513 -0.30
O -0.95039 -1.67576 1.30059 0.434 1.074 -0.308 -0.32
O 0.13838 -0.67891 -0.54804 -3.033 -1.549 0.766 -0.33
O -0.36650 0.66373 1.34586 -0.502 -1.491 0.801 -0.31
C 2.59241 1.42128 2.18149 0.170 0.035 0.365 -0.02
C 2.58340 2.72333 1.35603 -0.058 -0.960 -0.219 -0.50
C 4.02892 3.12790 1.05550 0.364 -0.720 -0.864 -0.13
C 4.68960 2.27944 -0.05000 -0.613 -0.200 0.038 -0.18
C 3.83755 2.23445 -1.33714 1.171 0.198 1.226 -0.14
C 2.42296 1.74065 -1.02843 0.080 0.468 -1.033 -0.48
N 1.89931 2.55927 0.06519 0.549 1.202 -0.018 -0.06
O 0.49872 2.57619 0.17318 2.219 -0.917 1.306 -0.12
C 1.61007 2.12072 -2.27751 -0.235 -0.837 -0.925 -0.03
C 2.37902 0.21833 -0.88068 1.187 0.157 -0.285 -0.03
C 1.89237 3.81521 2.16751 0.011 -0.090 0.470 -0.03
H 1.59725 0.98342 2.28486 0.193 0.337 0.063 0.05
H 3.00170 1.65170 3.16813 -0.162 -0.114 0.162 0.09
H 3.23395 0.64120 1.77193 0.017 0.126 -0.142 0.07
H 4.06530 4.15272 0.67976 -0.023 0.213 0.489 0.12
H 4.64902 2.94219 1.93417 -0.132 0.654 0.276 0.12
H 4.82430 1.25356 0.30707 0.010 -0.022 0.035 0.10
H 5.69457 2.67019 -0.21967 0.008 0.034 -0.212 0.10
H 4.36703 1.57753 -2.03001 -0.368 -0.085 -0.239 0.11
H 3.81678 3.23514 -1.77046 -0.156 0.084 -0.029 0.11
H 1.77526 3.15109 -2.59102 0.077 0.120 0.192 0.09
H 1.88902 1.47667 -3.11889 0.407 0.047 0.055 0.09
H 0.52899 1.97796 -2.22756 0.531 -0.396 0.181 0.07
H 2.85304 -0.28778 -1.72728 -0.017 0.322 -0.419 0.09
H 2.94111 -0.18669 -0.03822 -0.184 0.267 0.355 0.06
H 1.33604 -0.10239 -0.84186 2.503 0.878 -0.220 -0.03
H 0.86721 3.56012 2.43444 -0.128 0.030 -0.500 0.08
H 1.94430 4.77181 1.64901 -0.208 0.011 -0.034 0.09
H 2.36003 3.91774 3.15129 0.451 0.059 -0.182 0.08
H 0.23706 1.69721 0.50892 0.198 0.624 0.049 0.00
C 0.90887 -1.13852 5.11704 0.009 -0.478 0.275 -0.09
C 1.40012 -1.64644 3.78586 -0.276 0.403 0.217 -0.35
O 2.74535 -2.05766 3.89783 0.166 0.075 -0.059 -0.08
H 0.95571 -1.93916 5.86041 0.036 0.103 0.081 0.07
H -0.13359 -0.83221 5.02031 0.042 0.167 0.058 0.08
H 1.53322 -0.30896 5.44996 -0.116 0.061 0.043 0.07
H 1.28083 -0.79678 3.10400 0.109 -0.435 -0.364 0.08
H 0.77370 -2.48269 3.46148 -0.106 0.085 -0.177 0.10
H 3.03465 -2.25954 2.99319 0.068 -0.035 0.175 0.03
C 2.20290 -4.57126 -0.15191 0.176 -0.443 1.231 -0.08
C 1.92832 -3.28924 0.62670 -0.463 -0.501 -0.516 -0.29
O 3.09855 -2.76483 1.26454 -0.297 -0.163 -0.508 -0.08
H 3.13092 -4.49378 -0.71912 -0.274 -0.007 -0.446 0.07
H 1.31989 -4.86287 -0.71871 0.354 0.172 -0.447 0.05
H 2.33735 -5.39214 0.56043 0.239 0.013 -0.022 0.08
H 1.19060 -3.50894 1.39720 0.176 0.213 0.192 0.09
H 1.43826 -2.59876 -0.06446 0.389 0.481 0.277 0.09
H 3.71780 -2.51487 0.57066 -0.002 0.114 0.074 0.09
C -4.16716 -0.58917 -5.23973 0.212 -0.814 -0.339 -0.09
C -3.90457 -1.56417 -4.09964 -1.004 0.338 0.759 -0.33
O -3.12571 -0.92195 -3.09952 0.346 -0.408 -0.387 -0.09
H -4.84467 0.21348 -4.96170 0.254 0.160 0.205 0.06
H -4.64582 -1.11029 -6.07428 -0.003 -0.095 0.053 0.07
H -3.21829 -0.20942 -5.61811 -0.056 0.270 0.106 0.08
H -3.48684 -2.52991 -4.40614 0.347 0.254 -0.319 0.11
H -4.85923 -1.82464 -3.61520 -0.136 -0.056 -0.315 0.11
H -2.92678 -1.60711 -2.44632 0.079 0.234 0.262 0.05
C -1.11361 -3.64596 -1.74901 0.538 -0.469 -0.447 -0.13
O -2.24438 -3.14802 -1.06157 0.068 0.227 -0.027 -0.13
H -0.62465 -2.86918 -2.34218 0.072 0.071 0.169 0.09
H -0.39242 -4.11444 -1.07098 -0.116 0.345 0.048 0.04
H -1.39332 -4.44207 -2.44281 -0.439 0.128 0.091 0.09
H -1.91092 -2.43946 -0.48374 -0.338 -0.124 0.031 0.04
C -5.01955 1.62659 -2.04527 -0.507 -0.593 -0.083 -0.15
O -5.38223 2.93833 -2.45976 0.047 0.060 0.398 -0.11
H -4.05530 1.60910 -1.54836 0.217 0.324 -0.377 0.07
H -5.70210 1.16984 -1.31603 -0.260 0.379 0.046 0.08
H -5.04435 0.96759 -2.91358 0.476 -0.148 0.090 0.05
H -6.22981 2.86970 -2.90439 -0.016 0.037 0.004 0.06
C -1.13373 3.35484 -1.28365 -0.024 0.657 0.213 -0.17
O -1.53158 4.38359 -2.19449 0.221 -0.228 -0.433 -0.11
H -0.08965 3.03147 -1.36632 -1.619 1.339 -0.679 0.02
H -1.21007 3.73822 -0.26151 -0.353 -0.026 -0.281 0.08
H -1.71692 2.43877 -1.36989 -0.484 0.095 -0.284 0.08
H -0.68612 4.77833 -2.43084 -0.317 0.198 -0.181 0.06
C -3.35388 2.29814 2.57150 0.752 0.434 -1.007 -0.14
O -2.97802 2.71303 1.25248 -0.336 -0.205 0.135 -0.14
H -3.30470 1.21437 2.68097 -0.146 -0.045 0.074 0.07
H -2.64407 2.77290 3.25345 -0.306 -0.121 0.470 0.07
H -4.36782 2.66813 2.70451 0.005 -0.088 0.328 0.07
H -2.26520 2.15106 0.93007 -0.062 -0.028 0.074 0.02
C -1.39250 -5.13471 1.71648 0.540 0.005 -0.790 -0.17
O -2.60344 -5.04567 1.00505 -0.344 -0.241 0.095 -0.12
H -1.22864 -4.28694 2.38467 -0.053 -0.067 0.177 0.07
H -1.33459 -6.08856 2.24110 -0.365 0.125 0.269 0.08
H -0.54666 -5.17871 1.01475 0.077 0.172 0.074 0.06
H -2.54485 -4.36592 0.31031 0.072 -0.066 0.227 0.03
```
Forces are in eV/Å.

## Properties
Molecular weight (g/mol): 555.12
ΔE to the lowest compared entry with this formula, charge and spin (kcal/mol): 85.29
Total charge: -1
Energy (eV): -62283.396
Frontier orbital gap (eV): 7.775

=====

| no. | largest force on an atom (eV/A) |
| --- | --- |
| 1 | 3.94 |
| 2 | 17.24 |
| 3 | 5.69 |
| 4 | 2.96 |
| 5 | 0.57 |
| 6 | 3.49 |